i | Below is a 2-piece molecular cluster, C3H7O3PS overall, with properties calculated with ωB97M-V/def2-TZVPD.

Geometry as ORCA input:
```
! RIJCOSX wB97M-V def2-TZVPD def2/J DEFGRID3
* xyz -2 1
C -0.802 1.703 -1.145
C 0.743 1.786 -0.863
C 1.526 0.704 -0.929
O -0.866 -3.643 1.379
O 0.213 -1.557 2.254
O -2.250 -1.434 1.877
P -1.049 -2.144 1.353
S 3.199 0.719 -0.717
H -1.254 2.645 -1.307
H -1.117 1.022 -0.289
H -1.125 1.217 -2.058
H -0.543 -1.546 0.169
H 1.166 2.693 -0.381
H 1.152 -0.214 -1.278
H 1.009 -1.952 1.936
*
```

Computed properties:
LUMO level = 5.88 eV
E_HOMO = 0.305 eV
Frontier orbital gap = 5.57 eV

ii | Below is a 2-piece molecular cluster, C3H7O3PS overall, with properties calculated with ωB97M-V/def2-TZVPD.

Geometry as ORCA input:
```
! RIJCOSX wB97M-V def2-TZVPD def2/J DEFGRID3
* xyz -2 1
C -0.561 0.935 0.414
C -0.141 -0.442 0.724
C -0.219 -1.306 -0.485
O 3.016 0.676 0.489
O 4.360 -1.237 -0.656
O 3.200 0.674 -2.011
P 2.957 -0.141 -0.792
S -1.129 -2.663 -0.554
H -1.576 1.116 0.089
H 0.060 1.175 -0.388
H -0.684 1.695 1.258
H 0.908 -0.316 1.051
H -0.850 -0.866 1.464
H 0.258 -0.854 -1.270
H 4.664 -1.380 -1.626
*
```

Computed properties:
LUMO level (spin up / spin down) = 5.80 / 5.73 eV
E_HOMO (spin up / spin down) = 2.163 / 0.204 eV
Frontier orbital gap (spin up / spin down) = 3.64 / 5.53 eV

Tell me which of them is the most stable. Sure, it is i.

i | Below is C3H5BrS as an isolated structure, with properties calculated with ωB97M-V/def2-TZVPD.

Geometry as ORCA input:
```
! RIJCOSX wB97M-V def2-TZVPD def2/J DEFGRID3
* xyz 0 1
C -1.162 -2.368 -1.165
C -0.744 -1.954 -0.034
C 1.207 -1.411 0.109
S 1.382 -0.206 1.450
Br -1.551 -1.511 1.606
H -2.126 -2.865 -1.203
H -0.610 -2.280 -2.089
H 1.720 -2.385 0.135
H 1.608 -0.894 -0.749
H 1.511 -0.853 2.541
*
```

Computed properties:
LUMO level = 0.77 eV
E_HOMO = -8.870 eV
Frontier orbital gap = 9.64 eV

ii | Below is a 2-piece molecular cluster, C3H5BrS overall, with properties calculated with ωB97M-V/def2-TZVPD.

Geometry as ORCA input:
```
! RIJCOSX wB97M-V def2-TZVPD def2/J DEFGRID3
* xyz 0 1
C -1.564 -0.308 -1.299
C 0.948 0.461 0.165
C 0.885 -0.056 1.493
S 2.054 -0.945 0.283
Br 1.238 2.080 -0.719
H -2.058 0.621 -0.882
H -1.841 -1.292 -0.904
H 1.467 0.432 2.276
H 0.120 -0.727 1.880
H -1.249 -0.266 -2.293
*
```

Computed properties:
LUMO level (spin up / spin down) = 0.26 / -0.36 eV
E_HOMO (spin up / spin down) = -7.897 / -8.734 eV
Frontier orbital gap (spin up / spin down) = 8.16 / 8.38 eV

Tell me which of them is the most stable. Sure, it is i.

i | Below is one molecule with the formula C2H4N6, with properties calculated with ωB97M-V/def2-TZVPD.

Geometry as ORCA input:
```
! RIJCOSX wB97M-V def2-TZVPD def2/J DEFGRID3
* xyz 0 1
N 2.638 -0.011 -0.141
N 1.337 0.322 -0.119
C 0.452 -0.567 -0.036
N -0.911 -0.153 -0.038
C -1.571 0.998 -0.058
N -2.852 0.766 0.000
N -2.993 -0.593 -0.095
N -1.826 -1.109 -0.081
H 3.284 0.845 0.087
H 2.931 -0.827 0.540
H 0.586 -1.645 -0.014
H -1.075 1.975 -0.046
*
```

Computed properties:
LUMO level = 0.42 eV
SMILES string = N/N=C/n1cnnn1
E_HOMO = -9.558 eV
Frontier orbital gap = 9.98 eV

ii | Below is one molecule with the formula C2H4N6, with properties calculated with ωB97M-V/def2-TZVPD.

Geometry as ORCA input:
```
! RIJCOSX wB97M-V def2-TZVPD def2/J DEFGRID3
* xyz 0 1
H 2.077 -1.008 0.507
N 2.323 0.029 0.410
C 1.469 0.803 -0.207
N 0.260 0.127 -0.530
N 0.135 -1.300 -0.177
N -1.137 -1.735 0.095
N -1.769 -0.684 0.139
C -1.125 0.491 -0.167
N -1.544 1.755 0.049
H -2.579 1.888 0.734
H 1.302 1.806 -0.277
H 0.588 -2.172 -0.577
*
```

Computed properties:
LUMO level = -0.56 eV
SMILES string = [H]/N=C\n1[nH]nn/c1=N\[H]
E_HOMO = -9.127 eV
Frontier orbital gap = 8.57 eV

iii | Below is a 2-piece molecular cluster, C2H4N6 overall, with properties calculated with ωB97M-V/def2-TZVPD.

Geometry as ORCA input:
```
! RIJCOSX wB97M-V def2-TZVPD def2/J DEFGRID3
* xyz 0 1
C 0.530 -0.501 -2.398
C 0.134 -0.097 1.199
H 1.106 -1.160 -3.067
H -0.002 0.532 -2.624
H -1.413 0.777 2.549
H 1.186 -0.885 2.697
N 0.501 -0.803 -1.101
N -0.025 0.072 -0.226
N -0.953 0.866 -0.589
N -1.417 1.380 0.403
N -0.434 1.014 1.561
N 0.787 -1.196 1.596
*
```

Computed properties:
LUMO level = -0.29 eV
E_HOMO = -9.033 eV
Frontier orbital gap = 8.74 eV

Tell me which of them is the most stable. Sure, it is i.

i | Below is a 2-piece molecular cluster, C10H16O overall, with properties calculated with ωB97M-V/def2-TZVPD.

Geometry as ORCA input:
```
! RIJCOSX wB97M-V def2-TZVPD def2/J DEFGRID3
* xyz 0 1
C 2.211 0.331 -1.527
C 1.595 -0.741 -0.669
C 1.799 -2.053 -1.120
C 1.324 -3.070 -0.354
C 0.577 -2.805 0.785
O 0.040 -3.870 1.480
C 0.453 -1.526 1.292
C 0.920 -0.449 0.480
H 3.250 0.151 -1.820
H 2.176 1.269 -0.992
H 1.674 0.319 -2.502
H 2.440 -2.193 -1.986
H 1.507 -4.095 -0.767
H 0.752 -4.532 1.635
H 0.080 -1.389 2.297
H 0.958 0.570 0.754
C -3.152 2.160 -0.143
C -1.848 1.521 0.393
C -0.909 2.683 0.648
H -2.944 2.732 -1.041
H -3.553 2.854 0.563
H -3.916 1.375 -0.295
H -2.050 0.959 1.294
H -1.511 0.759 -0.301
H -1.400 3.585 0.904
H -0.039 2.331 1.226
H -0.434 3.125 -0.234
*
```

Computed properties:
LUMO level = 0.87 eV
SMILES string = Cc1ccc(O)cc1.CCC
E_HOMO = -8.604 eV
Frontier orbital gap = 9.47 eV

ii | Below is a 2-piece molecular cluster, C10H16O overall, with properties calculated with ωB97M-V/def2-TZVPD.

Geometry as ORCA input:
```
! RIJCOSX wB97M-V def2-TZVPD def2/J DEFGRID3
* xyz 0 1
C -2.558 -0.374 -2.081
C -1.403 -0.860 -1.240
C -0.150 -0.274 -1.261
C 0.923 -0.811 -0.565
C 0.742 -1.942 0.209
O 1.846 -2.623 0.636
C -0.549 -2.434 0.380
C -1.606 -1.940 -0.378
H -2.292 -0.251 -3.132
H -2.808 0.645 -1.764
H -3.424 -1.019 -1.994
H -0.050 0.658 -1.809
H 1.919 -0.473 -0.765
H 1.708 -3.088 1.473
H -0.760 -3.186 1.134
H -2.488 -2.563 -0.414
C 0.926 2.329 2.206
C 0.666 3.644 1.527
C 0.869 3.570 -0.009
H 0.916 2.411 3.281
H 0.387 1.432 1.859
H 1.870 1.830 1.921
H 1.416 4.359 1.851
H -0.315 4.029 1.653
H 1.868 3.259 -0.258
H 0.677 4.524 -0.496
H 0.145 2.813 -0.322
*
```

Computed properties:
LUMO level = 0.82 eV
SMILES string = Cc1ccc(O)cc1.CCC
E_HOMO = -8.448 eV
Frontier orbital gap = 9.27 eV

Tell me which of them is the most stable. Sure, it is ii.